C2H4O2 in the gas phase, computed with the ωB97M-V functional and the def2-TZVPD basis.

XYZ file:
```
8
Properties=species:S:1:pos:R:3:forces:R:3:mulliken_charge:R:1
H 0.2888 -1.7942 1.2338 -0.5 -2.5 1.1 0.314
C 0.1076 0.8403 -0.4276 -0.8 2.3 -1.0 -0.759
C -0.3487 -0.5645 0.0691 2.2 0.7 0.4 0.648
H -0.2294 0.9667 -1.6207 1.0 -0.2 3.4 0.255
O 0.6232 -0.9621 1.0078 -1.0 2.1 -1.7 -0.430
H -0.4587 1.7083 0.2504 1.3 -2.4 -1.9 0.226
O -1.2590 -1.2858 -0.2438 0.7 1.1 0.2 -0.518
H 1.2762 1.0913 -0.2690 -2.9 -1.1 -0.5 0.263
```
Forces are in eV/Å.

The HOMO energy is -10.95 eV. Its HOMO-LUMO gap is 11.71 eV. As for the energy above the lowest of the compared OMol25 structures with the same formula, charge and spin: 108.4 kJ/mol. The total energy comes out at -6233.1837 eV.

---

A molecular structure, C14H42N12O10Zn, computed with the ωB97M-V functional and the def2-TZVPD basis.

XYZ file:
```
79
Properties=species:S:1:pos:R:3:forces:R:3:lowdin_spin:R:1
H 0.4818 5.4961 1.7179 -0.7 0.0 -0.2 0.000
O -1.1282 0.4532 -0.0147 -0.7 0.5 1.9 -0.002
H -5.0158 -0.3888 -0.4113 0.7 -0.2 0.9 0.000
H 0.8884 4.6087 0.2473 -0.5 -0.5 -0.1 0.000
C -3.5745 -0.8925 2.2955 0.0 0.2 -1.7 0.052
N 2.7051 1.0598 -1.9222 -3.2 -1.7 -2.3 0.000
H 3.0112 3.1571 5.1632 -0.3 0.9 0.2 0.000
C -0.5379 -4.0665 -0.0286 -0.5 0.8 0.4 0.000
O 4.8106 1.6897 -2.0020 1.7 0.2 -1.1 0.000
O -1.4127 -1.2043 -1.3877 -5.0 -3.3 -2.9 0.000
H 1.1230 -0.8043 0.8262 0.9 0.0 -0.3 0.000
C 1.5108 -4.2313 -1.2625 0.1 -0.9 -0.1 0.000
H 2.7189 2.8056 3.5037 0.2 -0.5 -0.2 0.000
H -0.1857 2.6163 3.9749 -0.3 -0.3 -0.1 0.000
H 1.8119 2.0126 4.8084 -0.6 -0.2 -0.2 0.000
H -0.6242 4.3009 3.6725 0.0 0.2 0.3 0.000
H 2.5789 -2.2780 -3.7358 -0.3 0.2 -0.6 0.000
C -4.7506 -0.7255 -2.2281 -2.8 -1.9 -3.1 0.005
O -1.7835 3.8697 -3.2675 0.8 3.1 -2.3 0.001
H -1.1724 2.2180 1.2333 0.3 -0.1 0.3 0.000
O 1.2898 3.9644 4.2713 -0.8 1.1 0.3 0.000
H -0.6434 -5.1382 0.1405 0.4 0.0 0.0 0.000
Zn 0.0675 -2.0687 -2.4986 0.7 0.7 2.2 0.000
H 4.1867 -4.0824 -1.8438 -0.2 -0.3 0.8 0.000
H 0.0561 3.2267 -1.7738 -0.1 -0.4 0.3 0.000
O -4.1883 -0.9535 3.3386 -0.9 0.3 2.4 0.440
H 2.8513 -2.0368 -2.2346 -0.3 0.8 0.8 0.000
N -2.6857 2.0724 -2.6168 -4.1 -4.5 0.0 0.000
H 2.7425 -1.1023 1.5260 -0.2 0.1 -0.4 0.000
C -0.6714 -0.4512 -0.7197 -0.7 1.0 -0.2 0.000
H -3.2814 -0.8371 -0.8850 -0.2 0.2 0.4 0.000
H -3.6455 1.0885 2.2617 -0.1 0.6 -0.1 0.006
H -3.2593 2.1400 -3.4454 -0.3 -0.1 0.6 0.000
N -4.2372 -0.5471 -1.0348 -0.3 1.3 2.9 0.055
H -0.7134 3.5259 0.4653 -1.1 -0.1 -0.3 0.000
N -0.9342 3.1868 1.3907 -2.2 0.4 -0.8 0.000
H -4.0342 -1.2452 -4.0685 0.2 0.0 0.3 0.000
H 2.0887 -3.8497 -0.4207 0.0 0.4 0.1 0.000
N -0.0488 -0.7959 2.6983 -4.7 0.3 1.4 0.000
H 1.6096 -4.2985 -3.4479 -0.2 -0.4 0.1 0.000
C -1.7264 2.9106 -2.5660 0.8 2.7 -0.9 0.000
H 2.9274 1.4729 0.4784 0.3 0.2 -0.1 0.000
C 0.3129 3.4060 2.0332 0.9 -2.0 0.8 0.000
C 0.1586 3.5543 3.5392 -0.5 0.7 0.3 0.000
H -1.5360 -3.6442 -0.1446 0.1 -0.1 -0.1 0.000
H -2.8601 -1.0907 -2.7131 0.0 0.0 -0.8 0.000
O 0.1601 -3.7688 -1.2193 0.4 0.6 -1.9 0.000
N 1.7443 -0.9704 1.6050 3.5 -0.1 -3.9 0.000
O 1.7706 -1.3663 3.8455 0.0 0.1 -1.2 0.001
O 0.4941 -0.7122 -0.9788 5.9 0.5 0.2 0.000
H 1.9433 4.7987 1.5401 0.3 -0.7 0.4 0.000
H -0.9207 1.7766 -1.2407 1.2 0.6 0.5 0.000
H -0.0275 -3.5068 0.7551 -0.1 -0.4 0.5 0.000
N -0.7747 2.6551 -1.7171 2.2 -0.8 1.9 0.000
H 1.8659 0.8284 -1.4099 0.2 -0.1 -0.2 0.000
H -2.8042 1.3629 -1.9078 -0.3 -0.1 -0.5 0.000
N -3.1547 -1.8992 1.5955 0.6 -2.3 -0.9 -0.030
H 0.7969 2.4371 1.9103 1.4 0.1 -0.2 0.000
C 1.2331 -1.0694 2.7708 0.5 -0.6 4.6 0.000
H -3.4361 -2.8272 1.8776 0.2 0.0 -0.2 -0.001
H 1.4142 -5.3028 -1.0880 0.6 -0.2 -0.4 0.000
H -0.5204 -0.3315 1.9354 0.4 0.1 0.1 0.000
H 4.5953 1.9957 0.3211 -0.4 0.1 0.3 0.000
N 3.7181 1.7226 -0.0983 0.4 0.8 4.1 0.000
C 3.6353 -4.3982 -2.7294 0.0 0.8 1.4 0.000
H 3.7365 -5.4822 -2.7829 0.0 0.2 -0.5 0.000
N -3.3351 0.2957 1.7184 -0.8 1.7 1.1 0.423
C 2.2072 2.9642 4.4529 1.6 -1.2 -0.5 0.000
H 4.2320 -3.7838 -3.4035 -0.4 -0.7 -1.1 0.000
N 2.1403 -2.4250 -2.8379 -0.6 -0.5 -0.3 0.000
H 2.8343 0.7110 -2.8612 -0.4 0.3 0.1 0.000
H -0.5282 -0.8703 3.5841 -0.1 0.2 -0.2 0.000
C 3.7987 1.5088 -1.3754 1.5 0.2 -0.7 0.000
C 0.8985 4.5640 1.3363 2.2 2.2 0.3 0.000
H -2.7558 -1.7045 0.6882 0.1 -0.6 0.1 0.000
C 2.1814 -3.8903 -2.6145 0.3 -0.8 0.0 0.000
N -3.7882 -1.0471 -3.1091 0.4 0.0 -1.2 0.002
O -5.9717 -0.7863 -2.4492 1.7 0.8 0.3 0.039
H -2.6636 0.4180 0.9739 1.1 0.3 -0.7 0.007
```
Forces are in eV/Å.

The HOMO energy (alpha / beta) is -11.00 / -10.99 eV. The spin multiplicity is 2. Its HOMO-LUMO gap (alpha / beta) is 5.62 / 2.04 eV. Its expectation value of S² is 0.773. The charge is +1. The total energy comes out at -101966.1864 eV.

---

A molecular structure, C35H34As2N3O4S3Ti, computed with the ωB97M-V functional and the def2-TZVPD basis.

XYZ file:
```
82
Properties=species:S:1:pos:R:3:forces:R:3:mulliken_charge:R:1
C -5.3787 -2.6443 -1.2575 0.0 0.0 0.0 -0.641
S 1.2066 -1.0709 1.2534 -0.1 0.0 -0.1 -0.427
C -0.8909 5.6200 2.2402 0.1 0.0 0.0 -0.709
C -3.1723 -2.1087 -0.4332 -0.1 0.1 0.1 -0.266
H -3.9461 -1.2345 2.5880 0.0 0.0 0.0 0.466
C -4.5566 -2.1027 -0.2825 0.0 0.0 0.0 -0.582
C 2.5035 -0.2434 -2.2168 -0.1 0.0 0.0 0.290
C -2.2252 2.3404 -2.4233 -0.1 0.0 0.1 -0.075
C -2.3830 1.1335 -1.5667 0.1 0.1 0.0 0.292
Ti 0.0024 0.6101 -0.1543 0.4 0.2 0.0 -0.187
H -0.3875 -0.9221 -3.5481 0.0 0.0 0.0 0.049
C 4.8791 -0.7190 -2.6113 -0.1 0.0 0.0 -0.563
C 8.3795 -4.1858 -6.2241 -0.1 0.0 -0.1 -1.072
S 6.9693 -1.8695 -5.8639 0.0 0.0 -0.1 -0.258
H 1.2354 5.3610 2.3108 0.0 0.0 0.0 0.389
C -2.1644 3.6903 1.5414 0.1 0.1 0.0 -0.437
O 6.8217 -4.0860 -4.4131 -0.1 0.0 -0.1 -0.532
C -2.1104 5.0063 1.9589 -0.1 0.0 0.0 -0.643
C 0.2786 4.8993 2.0937 0.0 0.0 0.0 -0.723
C -0.4627 -2.0064 -3.5901 0.0 0.0 0.0 -1.136
C -0.9521 4.1361 -3.3616 0.0 0.0 0.0 -0.890
C 1.4954 2.8293 1.5634 0.0 -0.1 0.1 -0.958
N 2.8465 1.0675 1.2128 -0.1 -0.1 0.0 -1.363
H 7.8745 -4.7327 -7.0215 0.0 0.0 0.0 0.270
H 0.5853 -4.8067 -2.4040 0.0 0.0 0.0 0.417
H -0.0252 4.6927 -3.4256 0.0 0.0 0.0 0.432
C -0.9810 2.9661 1.3751 0.1 -0.2 0.0 0.411
H -4.0956 4.1128 -4.6398 0.0 0.0 0.0 0.378
O -3.4056 0.8624 -0.9694 -0.1 0.0 -0.1 -0.615
As -2.0151 -1.2812 0.9123 0.1 0.0 -0.2 1.321
As -0.6539 -2.6910 -1.7679 0.1 0.0 0.0 0.802
S 0.4020 2.7468 -1.4904 0.0 -0.1 0.0 -0.382
H -1.3001 -2.3063 -4.2206 0.0 0.0 0.0 0.564
H 5.0727 -0.4698 -1.5764 0.0 0.0 0.0 0.452
H -1.9435 5.3579 -4.7980 0.0 0.0 0.0 0.363
C -3.3228 2.7388 -3.1833 0.0 0.0 0.0 -0.507
C -2.6097 -2.6626 -1.5847 0.0 0.0 0.0 0.365
C -0.4692 -4.6012 -2.2188 0.0 0.0 0.0 -1.302
C 2.7289 -0.2171 1.2808 0.0 0.0 0.0 0.377
H 4.7204 -0.4832 1.2191 0.0 0.0 0.0 0.285
H -3.1000 3.2011 1.3036 0.0 0.0 0.0 0.429
H -1.0309 -2.6375 2.8231 0.0 0.0 0.0 0.438
C 5.6561 -1.4120 -4.7775 -0.1 0.0 0.1 0.091
H 3.8007 -1.9186 1.1385 0.0 0.0 0.0 0.253
C -3.3045 -0.4819 2.1287 0.0 0.0 0.0 -1.610
C 7.3226 -3.5400 -5.3570 0.3 0.1 0.2 0.742
H 2.3890 3.2687 2.0052 0.0 0.0 0.0 0.304
C 4.3551 -1.3344 -5.2603 0.0 0.0 -0.1 -0.470
H -1.0454 -4.8667 -3.1064 0.0 0.0 0.0 0.363
H 6.9260 -1.1437 -3.0695 0.0 0.0 0.0 0.392
H 2.3126 -0.8650 -4.8108 0.0 0.0 0.0 0.510
H -3.0172 -3.6263 -3.4598 0.0 0.0 0.0 0.269
H 8.9495 -4.8884 -5.6198 0.0 0.0 0.0 0.305
H -2.4733 -3.4558 2.1537 0.0 0.0 0.0 0.397
H -3.0313 5.5672 2.0657 0.0 0.0 0.0 0.405
H 9.0402 -3.4503 -6.6807 0.0 0.0 0.0 0.347
C -2.0365 4.5105 -4.1282 0.0 0.0 0.0 -0.574
H -5.4595 -3.6083 -3.1769 0.0 0.0 0.0 0.386
H -6.4541 -2.6263 -1.1275 0.0 0.0 0.0 0.376
C 3.5605 -0.6361 -3.0838 0.1 0.0 0.0 -0.135
H -5.0091 -1.6540 0.5921 0.0 0.0 0.0 0.311
C -4.8233 -3.1929 -2.4046 0.0 0.0 0.0 -0.884
C 3.3218 -0.9435 -4.4287 0.0 0.0 0.0 -0.542
H -4.2409 2.1732 -3.0807 0.0 0.0 0.0 0.438
H -2.7415 0.0430 2.8998 0.0 0.0 0.0 0.405
C 0.2569 3.5754 1.6505 -0.1 0.1 0.0 0.794
N 3.8672 -0.9658 1.4544 0.0 0.0 0.0 -0.467
H -0.8605 6.6508 2.5677 0.0 0.0 0.0 0.385
H -0.9090 -3.5208 1.2981 0.0 0.0 0.0 0.283
N 1.5977 1.6558 1.0638 0.0 0.2 -0.2 1.092
C -3.2416 3.8165 -4.0444 0.0 0.0 0.0 -0.653
C -1.0120 3.0464 -2.4754 0.0 0.0 0.0 0.897
O -1.0300 1.7053 0.9839 -0.2 0.0 0.0 0.352
C -3.4465 -3.1992 -2.5598 0.0 0.0 0.0 -0.460
C 5.9124 -1.0942 -3.4468 0.1 0.0 0.0 -0.286
H 4.1538 -1.5730 -6.2974 0.0 0.0 0.0 0.408
C -1.5646 -2.9039 1.9115 -0.1 0.0 0.1 -1.176
H -0.8042 -5.2110 -1.3801 0.0 0.0 0.0 0.353
C 1.5979 0.0923 -1.4749 0.0 0.0 0.1 0.237
H -3.8939 0.2441 1.5715 0.0 0.0 0.0 0.330
H 0.4636 -2.4175 -3.9941 0.0 0.0 0.0 0.390
O -1.3011 0.3711 -1.5371 -0.1 -0.2 0.3 -0.083
```
Forces are in eV/Å.

The HOMO energy is -4.33 eV. Its HOMO-LUMO gap is 6.49 eV. As for the energy above the lowest of the compared OMol25 structures with the same formula, charge and spin: 0.0 kJ/mol. The charge is -1. The total energy comes out at -226809.6251 eV.